Record 1
Here is 2 unconnected molecules or ions with the total composition CHNO5 from the Open Molecules 2025 dataset. Energies are from wB97M-V/def2-TZVPD.

Results
Gap between HOMO and LUMO   12.01 eV
DFT total energy   -12777.142 eV
Energy relative to the best compared isomer or geometry (same formula, charge and spin)   20.08 kJ/mol

Positions of all 8 atoms, in Å:
C1 0.164 2.592 0.882
N1 0.121 -1.143 -0.491
O1 -0.335 2.647 1.923
O2 -0.217 -2.304 -1.075
O3 -0.497 -0.793 0.444
O4 0.563 2.587 -0.179
O5 1.042 -0.630 -0.996
H1 -0.843 -2.955 -0.508

***

Record 2
Here is C13H18ClN3OS in the gas phase from the Open Molecules 2025 dataset. Energies are from wB97M-V/def2-TZVPD.

Results
Gap between HOMO and LUMO   8.80 eV
DFT total energy   -43648.505 eV

Positions of all 37 atoms, in Å:
S1 1.077 2.889 -0.120
C1 0.844 1.461 0.679
N1 -0.357 1.281 1.288
H1 -0.995 2.043 1.108
C2 -0.920 0.046 1.780
H2 -0.251 -0.398 2.527
H3 -1.851 0.293 2.291
C3 -1.200 -1.003 0.670
N2 -2.328 -0.765 -0.191
C4 -2.241 0.397 -1.054
C5 -3.329 0.277 -2.123
H4 -3.339 1.159 -2.766
O1 -4.608 0.198 -1.536
C6 -4.689 -0.904 -0.666
C7 -3.632 -0.820 0.439
H5 -3.689 -1.708 1.071
H6 -3.840 0.073 1.054
H7 -5.695 -0.889 -0.243
H8 -4.541 -1.838 -1.230
H9 -3.141 -0.621 -2.731
H10 -1.258 0.428 -1.527
H11 -2.403 1.340 -0.504
H12 -1.363 -1.970 1.157
H13 -0.318 -1.087 0.028
N3 1.747 0.457 0.825
C8 3.051 0.301 0.359
C9 3.667 1.144 -0.561
C10 4.960 0.894 -0.977
C11 5.651 -0.200 -0.483
C12 5.050 -1.054 0.429
C13 3.759 -0.802 0.843
H14 3.291 -1.471 1.553
H15 5.589 -1.907 0.810
Cl1 7.270 -0.509 -1.005
H16 5.431 1.554 -1.689
H17 3.138 1.998 -0.949
H18 1.462 -0.289 1.446

***

Record 3
Here is 5 unconnected molecules or ions with the total composition H12NO4 from the Open Molecules 2025 dataset. Energies are from wB97M-V/def2-TZVPD.

Results
2S+1   2
Gap between HOMO and LUMO (spin up / spin down)   3.48 / 11.93 eV
<S²>   0.75
DFT total energy   -9871.542 eV
Energy relative to the best compared isomer or geometry (same formula, charge and spin)   77.72 kJ/mol

Positions of all 17 atoms, in Å:
N1 -0.882 -0.129 0.159
H1 -0.629 -0.589 1.156
H2 -0.372 -0.549 -0.672
H3 -0.861 0.922 0.066
H4 -1.891 -0.441 0.020
H5 2.403 0.589 -0.276
H6 3.253 -0.069 -1.370
O1 2.387 -0.043 -0.936
H7 0.094 4.187 -0.849
H8 -1.131 4.149 0.030
O2 -0.411 3.573 -0.281
H9 0.538 -2.172 -2.593
H10 0.980 -1.098 -1.852
O3 0.183 -1.675 -1.863
H11 -1.378 -2.860 2.641
H12 -1.155 -1.875 3.795
O4 -1.127 -1.920 2.826

***

Record 4
Here is a molecular structure, C8H10N5O6S3V from the Open Molecules 2025 dataset. Energies are from wB97M-V/def2-TZVPD.

Results
2S+1   2
Gap between HOMO and LUMO (spin up / spin down)   7.30 / 8.38 eV
<S²>   0.85
DFT total energy   -86379.671 eV
Energy relative to the best compared isomer or geometry (same formula, charge and spin)   0.00 kJ/mol
Net charge   +1

Positions of all 33 atoms, in Å:
V1 -1.202 1.017 -0.134
C1 1.256 -2.529 0.828
C2 0.639 -1.285 0.286
N1 -0.474 -0.809 0.697
N2 -1.158 -1.405 1.714
C3 -2.363 -0.900 2.070
N3 -2.975 -1.487 3.091
S1 -3.078 0.401 1.265
C4 1.291 -0.450 -0.749
C5 2.542 -0.706 -1.265
C6 3.076 0.170 -2.206
C7 2.342 1.268 -2.600
C8 1.089 1.468 -2.039
N4 0.577 0.628 -1.143
H1 0.500 -3.302 0.973
H2 1.746 -2.327 1.785
H3 2.002 -2.933 0.152
H4 -0.687 -2.091 2.286
H5 -2.603 -2.291 3.570
H6 -3.858 -1.118 3.406
H7 3.112 -1.563 -0.940
H8 4.060 -0.012 -2.616
H9 2.725 1.977 -3.319
H10 0.480 2.322 -2.302
O1 -2.576 0.014 -3.410
N5 -2.206 0.325 -2.337
O2 -1.908 -0.488 -1.396
O3 -2.021 1.545 -1.955
O4 -0.115 3.655 2.640
S2 0.110 2.970 1.418
O5 1.286 3.248 0.645
O6 -0.132 1.471 1.529
S3 -1.476 3.217 0.054

***

Record 5
Here is 5 unconnected molecules or ions with the total composition C6H11Cl8INO2 from the Open Molecules 2025 dataset. Energies are from wB97M-V/def2-TZVPD.

Results
Gap between HOMO and LUMO   6.48 eV
DFT total energy   -120267.376 eV
Energy relative to the best compared isomer or geometry (same formula, charge and spin)   65.10 kJ/mol
Net charge   -1

Positions of all 29 atoms, in Å:
N1 3.178 -2.526 2.087
C1 2.130 -1.721 1.489
I1 1.917 0.118 2.680
C2 0.732 -2.441 1.511
O1 -0.263 -1.711 1.324
O2 0.598 -3.687 1.740
H1 4.030 -2.470 1.525
H2 2.929 -3.517 2.108
H3 2.402 -1.375 0.468
C3 -1.216 0.491 -1.469
Cl1 0.522 0.588 -1.199
Cl2 -1.900 2.082 -1.858
H4 -1.407 -0.184 -2.298
H5 -1.689 0.113 -0.568
C4 3.823 -4.856 -0.670
Cl3 2.560 -3.713 -1.123
Cl4 5.348 -4.033 -0.300
H6 3.497 -5.406 0.208
H7 3.989 -5.541 -1.496
C5 -3.921 2.045 1.209
Cl5 -4.143 0.535 0.318
Cl6 -3.583 1.743 2.917
H8 -3.086 2.588 0.775
H9 -4.829 2.636 1.129
C6 -2.297 6.131 -2.222
Cl7 -3.704 5.082 -2.011
Cl8 -1.238 6.080 -0.810
H10 -1.740 5.799 -3.093
H11 -2.639 7.152 -2.369

***

Record 6
Here is 6 unconnected molecules or ions with the total composition C41H46B2N3O24 from the Open Molecules 2025 dataset. Energies are from wB97M-V/def2-TZVPD.

Results
Gap between HOMO and LUMO   4.36 eV
DFT total energy   -98227.326 eV
Net charge   -1

Positions of all 116 atoms, in Å:
C1 -0.325 3.140 2.155
C2 0.242 2.633 0.751
N1 1.597 2.071 1.037
C3 2.529 2.310 -0.083
O1 2.042 2.066 -1.403
B1 2.704 0.922 -2.103
C4 1.644 -0.221 -2.632
C5 2.007 -0.899 -3.996
N2 1.431 -0.482 -5.084
C6 4.030 1.284 -3.002
C7 3.740 1.954 -4.411
C8 4.737 3.108 -4.822
C9 3.958 4.298 -5.542
C10 3.023 4.968 -4.447
N3 1.579 4.610 -4.622
O2 3.326 0.226 -0.916
C11 3.660 1.179 0.073
B2 3.913 0.500 1.508
O3 3.244 -0.674 1.896
O4 4.863 1.127 2.388
H1 -0.148 2.304 2.890
H2 0.226 4.059 2.474
H3 -1.432 3.311 2.127
H4 -0.456 1.833 0.400
H5 0.283 3.524 0.075
H6 1.918 2.627 1.840
H7 2.964 3.346 -0.193
H8 1.523 -1.046 -1.870
H9 0.609 0.216 -2.768
H10 2.716 -1.747 -4.133
H11 0.784 0.279 -4.854
H12 4.616 2.049 -2.403
H13 4.673 0.361 -3.060
H14 3.844 1.142 -5.188
H15 2.663 2.273 -4.457
H16 5.324 3.504 -3.957
H17 5.479 2.676 -5.556
H18 3.389 3.943 -6.439
H19 4.737 5.021 -5.924
H20 3.305 4.615 -3.415
H21 3.073 6.094 -4.496
H22 1.009 5.432 -4.733
H23 1.529 3.997 -5.431
H24 4.641 1.705 -0.162
H25 2.870 -1.124 1.122
H26 5.535 1.473 1.786
C12 -2.028 -0.194 2.930
C13 -2.250 -1.141 3.844
C14 -3.628 -1.465 4.315
O5 -3.790 -2.349 5.138
C15 -4.741 -0.692 3.764
C16 -4.521 0.257 2.852
C17 -3.146 0.563 2.361
O6 -2.992 1.423 1.517
O7 -5.533 0.983 2.333
O8 -1.237 -1.852 4.386
H27 -1.033 0.049 2.578
H28 -5.733 -0.924 4.126
H29 -5.113 1.594 1.701
H30 -1.658 -2.467 5.012
C18 4.206 -4.302 2.096
C19 3.296 -4.447 1.130
C20 2.202 -5.455 1.240
O9 1.378 -5.546 0.348
C21 2.166 -6.306 2.429
C22 3.079 -6.162 3.392
C23 4.159 -5.136 3.296
O10 4.960 -5.027 4.206
O11 3.069 -6.936 4.496
O12 3.333 -3.683 0.012
H31 5.002 -3.574 2.029
H32 1.377 -7.045 2.487
H33 3.825 -6.632 5.030
H34 2.576 -3.975 -0.527
C24 -2.219 2.849 9.269
C25 -2.552 3.055 7.993
C26 -3.109 1.960 7.146
O13 -3.417 2.194 5.993
C27 -3.257 0.635 7.747
C28 -2.921 0.427 9.022
C29 -2.390 1.528 9.877
O14 -2.113 1.301 11.040
O15 -3.047 -0.787 9.597
O16 -2.401 4.262 7.410
H35 -1.816 3.635 9.894
H36 -3.647 -0.154 7.117
H37 -2.741 -0.671 10.514
H38 -2.712 4.148 6.493
C30 -3.707 4.654 -7.503
C31 -2.470 5.139 -7.380
C32 -1.673 4.939 -6.135
O17 -0.543 5.383 -6.072
C33 -2.297 4.212 -5.028
C34 -3.536 3.729 -5.150
C35 -4.322 3.906 -6.405
O18 -5.442 3.435 -6.481
O19 -4.133 3.058 -4.144
O20 -1.881 5.834 -8.377
H39 -4.294 4.791 -8.401
H40 -1.714 4.089 -4.124
H41 -5.014 2.816 -4.482
H42 -0.997 6.069 -8.040
C36 -2.774 -8.341 -0.474
C37 -3.660 -8.252 -1.467
C38 -3.549 -7.203 -2.521
O21 -4.373 -7.173 -3.419
C39 -2.448 -6.247 -2.426
C40 -1.557 -6.328 -1.431
C41 -1.654 -7.399 -0.388
O22 -0.823 -7.462 0.495
O23 -0.541 -5.447 -1.337
O24 -4.701 -9.108 -1.565
H43 -2.844 -9.099 0.294
H44 -2.391 -5.482 -3.188
H45 -0.009 -5.694 -0.537
H46 -5.186 -8.832 -2.363

***

Q: Among the records above, which one has the highest DFT total energy?
A: H12NO4

***

Q: Which value of DFT total energy does entry 5 give?
A: -120267.376 eV

***

What did the fourth record say?
Here is a molecular structure, C8H10N5O6S3V from the Open Molecules 2025 dataset. Energies are from wB97M-V/def2-TZVPD.

Results
2S+1   2
Gap between HOMO and LUMO (spin up / spin down)   7.30 / 8.38 eV
<S²>   0.85
DFT total energy   -86379.671 eV
Energy relative to the best compared isomer or geometry (same formula, charge and spin)   0.00 kJ/mol
Net charge   +1

Positions of all 33 atoms, in Å:
V1 -1.202 1.017 -0.134
C1 1.256 -2.529 0.828
C2 0.639 -1.285 0.286
N1 -0.474 -0.809 0.697
N2 -1.158 -1.405 1.714
C3 -2.363 -0.900 2.070
N3 -2.975 -1.487 3.091
S1 -3.078 0.401 1.265
C4 1.291 -0.450 -0.749
C5 2.542 -0.706 -1.265
C6 3.076 0.170 -2.206
C7 2.342 1.268 -2.600
C8 1.089 1.468 -2.039
N4 0.577 0.628 -1.143
H1 0.500 -3.302 0.973
H2 1.746 -2.327 1.785
H3 2.002 -2.933 0.152
H4 -0.687 -2.091 2.286
H5 -2.603 -2.291 3.570
H6 -3.858 -1.118 3.406
H7 3.112 -1.563 -0.940
H8 4.060 -0.012 -2.616
H9 2.725 1.977 -3.319
H10 0.480 2.322 -2.302
O1 -2.576 0.014 -3.410
N5 -2.206 0.325 -2.337
O2 -1.908 -0.488 -1.396
O3 -2.021 1.545 -1.955
O4 -0.115 3.655 2.640
S2 0.110 2.970 1.418
O5 1.286 3.248 0.645
O6 -0.132 1.471 1.529
S3 -1.476 3.217 0.054